Entry 1:
Density functional theory data (ωB97M-V/def2-TZVPD) for a 2-piece molecular cluster, C23H33N2O4PS2 overall at a distorted geometry.

Computed properties:
SMILES: COCCCCCc1ccc2c(c1)Sc1cccc(N)c1N2P(C)O.O=S1(=O)CCCC1
Electronic energy in eV: -66513.35966
Lowest unoccupied orbital energy in eV: 0.53
Strongest force on any atom in eV/Å: 3.861

```
! wB97M-V def2-TZVPD RIJCOSX def2/J DEFGRID3
* xyz 0 1
C -2.076 0.695 3.565
H 3.391 -6.611 2.383
H -2.823 2.640 4.207
C -2.294 2.758 -4.215
H 2.747 0.016 -1.783
H -0.899 2.597 1.992
H -3.747 -0.288 2.545
C 3.842 -5.556 0.534
H -3.806 1.964 2.876
C 2.749 -0.922 -2.391
H 3.522 -0.908 -3.208
O 2.788 -4.814 -1.762
H 1.034 -3.745 0.942
S -3.030 0.514 -2.632
C 1.593 -5.794 1.444
C 0.546 2.093 -4.069
C -0.594 -0.160 -1.376
H -2.525 3.078 1.296
H -3.801 0.075 0.168
N -0.106 -0.016 -2.708
C 1.330 -4.667 0.440
N 1.959 1.827 -4.009
H 0.736 6.439 3.142
H 2.170 1.544 -3.044
S 2.886 -4.368 -0.395
H 1.272 -0.652 -0.252
H -2.566 4.780 3.453
H 3.858 -6.487 -0.034
C -0.403 1.186 -3.410
C -1.914 2.995 2.240
H -2.339 0.452 4.635
C 3.072 -5.721 1.839
H 4.856 -5.186 0.677
H 3.238 -4.853 2.484
H 2.479 2.709 -4.110
H -2.488 -1.498 3.176
H 0.938 -5.709 2.312
O -0.452 4.700 3.344
H 0.588 -3.197 -3.661
C -0.469 -0.636 1.132
H -1.817 5.161 1.855
H -1.735 4.533 -5.398
H 2.901 -1.850 -1.772
H 1.391 -6.761 0.974
C -2.044 0.041 -1.156
C 0.175 -0.497 -0.179
C -2.652 -0.509 2.676
P 1.097 -1.084 -3.309
C -0.230 6.092 3.606
H 0.576 -4.948 -0.294
O 0.580 -2.647 -2.861
H -0.961 0.693 3.435
C -1.897 -0.427 1.306
C -1.741 4.482 2.751
H -1.056 6.732 3.188
C -1.823 1.590 -3.501
C 0.069 3.279 -4.788
C -1.340 3.632 -4.885
H 0.784 3.975 -5.292
H 0.112 -0.908 2.049
C -2.694 -0.090 0.130
O 3.346 -3.042 -0.050
H -0.162 6.262 4.719
H -3.398 2.941 -4.202
C -2.742 2.080 3.230
*
```

Löwdin charges, unit e, in atom order: number 1, C, carries -0.20; number 2, H, carries 0.12; number 3, H, carries 0.10; number 4, C, carries -0.12; number 5, H, carries 0.03; number 6, H, carries 0.12; number 7, H, carries 0.10; number 8, C, carries -0.23; number 9, H, carries 0.11; number 10, C, carries -0.26; number 11, H, carries 0.05; number 12, O, carries -0.32; number 13, H, carries 0.10; number 14, S, carries 0.94; number 15, C, carries -0.21; number 16, C, carries -0.23; number 17, C, carries -0.24; number 18, H, carries 0.11; number 19, H, carries 0.11; number 20, N, carries -0.25; number 21, C, carries -0.21; number 22, N, carries 0.06; number 23, H, carries 0.09; number 24, H, carries 0.05; number 25, S, carries 0.66; number 26, H, carries 0.08; number 27, H, carries 0.12; number 28, H, carries 0.11; number 29, C, carries -0.21; number 30, C, carries -0.15; number 31, H, carries 0.10; number 32, C, carries -0.22; number 33, H, carries 0.11; number 34, H, carries 0.12; number 35, H, carries 0.09; number 36, H, carries 0.11; number 37, H, carries 0.11; number 38, O, carries -0.21; number 39, H, carries 0.04; number 40, C, carries -0.04; number 41, H, carries 0.12; number 42, H, carries 0.10; number 43, H, carries 0.00; number 44, H, carries 0.12; number 45, C, carries -0.40; number 46, C, carries 0.00; number 47, C, carries -0.15; number 48, P, carries 0.91; number 49, C, carries -0.12; number 50, H, carries 0.11; number 51, O, carries -0.32; number 52, H, carries 0.10; number 53, C, carries -0.22; number 54, C, carries -0.25; number 55, H, carries 0.09; number 56, C, carries -0.41; number 57, C, carries -0.04; number 58, C, carries -0.08; number 59, H, carries 0.10; number 60, H, carries 0.11; number 61, C, carries -0.05; number 62, O, carries -0.34; number 63, H, carries 0.09; number 64, H, carries 0.10; number 65, C, carries -0.19

Entry 2:
Density functional theory data (ωB97M-V/def2-TZVPD) for one molecule with the formula C23H33N3O4 at a distorted geometry.

Computed properties:
ΔE to the lowest compared entry with this formula, charge and spin in kcal per mole: 84.6
SMILES: O=C(C1CCN(C2CCN(Cc3cccc4c3OCO4)CC2)CC1)N1CCOCC1
Electronic energy in eV: -37046.47344
Lowest unoccupied orbital energy in eV: 0.73
Strongest force on any atom in eV/Å: 1.290

```
! wB97M-V def2-TZVPD RIJCOSX def2/J DEFGRID3
* xyz 0 1
C -6.743 -1.179 1.104
H -2.249 -2.137 -0.833
C -0.814 -0.532 -0.798
C -2.805 0.871 0.716
H -6.560 -0.646 -2.069
C 6.649 -1.773 -0.250
C 0.786 1.296 -0.267
H -5.206 1.049 -0.872
H -1.762 -1.635 0.787
H 0.601 2.107 -1.000
C -4.375 -1.068 0.587
C 5.470 0.206 0.513
C 2.649 2.648 0.774
H 3.031 3.069 1.707
H -1.305 2.402 0.666
C -6.042 0.579 -0.362
H -6.364 -2.030 1.671
H 4.578 1.439 2.000
C -1.585 1.528 0.077
H 1.587 0.007 -1.822
H 0.609 2.622 1.449
O 4.593 -2.110 0.624
H -7.268 -2.407 -0.594
H 1.469 1.117 1.757
C 7.741 -1.050 -0.660
C -3.225 -0.351 -0.106
O -8.156 -0.552 -0.767
H 3.568 0.082 1.451
H 2.998 2.013 -1.746
N -5.614 -0.525 0.466
H -6.532 1.324 0.277
H -3.616 1.598 0.791
H 2.066 -0.441 -0.176
H -7.466 0.894 -1.977
H 5.240 -4.004 1.115
C 5.156 -3.344 0.236
H -3.517 -0.041 -1.114
H 6.556 2.011 0.213
O 6.436 -3.126 -0.314
C 1.326 1.917 1.029
H 8.523 0.933 -0.791
C -7.737 -1.636 0.035
H 8.597 -1.533 -1.101
H 4.508 -3.824 -0.515
C 7.683 0.331 -0.478
O -4.196 -2.064 1.263
N 3.675 1.814 0.185
C -2.012 -1.273 -0.210
H -1.048 -0.220 -1.835
H 2.470 3.476 0.077
H -7.230 -0.468 1.781
C -7.059 0.066 -1.393
C 1.881 0.399 -0.847
H 3.958 0.559 -1.438
C 4.265 0.866 1.121
H -1.849 1.878 -0.942
H -8.640 -2.042 0.493
C 5.535 -1.156 0.320
H 0.026 -1.224 -0.829
C 6.582 0.940 0.091
N -0.470 0.603 0.038
C 3.177 1.203 -1.030
H -2.542 0.542 1.722
*
```

Löwdin charges, unit e, in atom order: number 1, C, carries -0.11; number 2, H, carries 0.12; number 3, C, carries -0.19; number 4, C, carries -0.12; number 5, H, carries 0.13; number 6, C, carries -0.20; number 7, C, carries -0.32; number 8, H, carries 0.11; number 9, H, carries 0.12; number 10, H, carries 0.15; number 11, C, carries -0.42; number 12, C, carries -0.15; number 13, C, carries -0.19; number 14, H, carries 0.12; number 15, H, carries 0.11; number 16, C, carries -0.13; number 17, H, carries 0.12; number 18, H, carries 0.13; number 19, C, carries -0.19; number 20, H, carries 0.11; number 21, H, carries 0.10; number 22, O, carries 0.03; number 23, H, carries 0.13; number 24, H, carries 0.12; number 25, C, carries 0.00; number 26, C, carries -0.24; number 27, O, carries -0.13; number 28, H, carries 0.12; number 29, H, carries 0.13; number 30, N, carries -0.05; number 31, H, carries 0.13; number 32, H, carries 0.11; number 33, H, carries 0.12; number 34, H, carries 0.13; number 35, H, carries 0.14; number 36, C, carries -0.16; number 37, H, carries 0.14; number 38, H, carries 0.11; number 39, O, carries 0.03; number 40, C, carries -0.12; number 41, H, carries 0.10; number 42, C, carries -0.18; number 43, H, carries 0.12; number 44, H, carries 0.14; number 45, C, carries -0.08; number 46, O, carries 0.06; number 47, N, carries -0.16; number 48, C, carries -0.13; number 49, H, carries 0.13; number 50, H, carries 0.12; number 51, H, carries 0.13; number 52, C, carries -0.19; number 53, C, carries -0.13; number 54, H, carries 0.12; number 55, C, carries -0.13; number 56, H, carries 0.13; number 57, H, carries 0.13; number 58, C, carries -0.16; number 59, H, carries 0.11; number 60, C, carries -0.04; number 61, N, carries -0.13; number 62, C, carries -0.17; number 63, H, carries 0.13

Entry 3:
Density functional theory data (ωB97M-V/def2-TZVPD) for one molecule with the formula C23H33N3O4S at a distorted geometry.

Computed properties:
ΔE to the lowest compared entry with this formula, charge and spin in kcal per mole: 0.0
SMILES: CC(=O)N1c2ccc(S(=O)(=O)N3CCC[C@H](C(=O)N4CCC(C)CC4)C3)cc2C[C@@H]1C
Electronic energy in eV: -47884.09101
Lowest unoccupied orbital energy in eV: 0.49
Strongest force on any atom in eV/Å: 1.062

```
! wB97M-V def2-TZVPD RIJCOSX def2/J DEFGRID3
* xyz 0 1
N -2.092 2.075 0.223
O 4.459 2.827 0.284
H -0.201 2.436 2.281
C -2.403 -2.516 -0.183
C 3.507 -0.713 -0.726
H -2.124 -0.905 1.245
H -2.727 -3.217 0.595
H -0.582 -2.746 1.871
H -3.451 1.602 -1.317
C 2.002 2.019 -0.260
C 3.083 -1.640 1.541
C -3.643 -1.928 -0.850
C -0.294 -2.024 1.096
H 2.346 -2.039 2.241
C -1.536 -3.274 -1.190
C 4.809 0.133 1.157
H -3.644 4.068 -0.765
O 2.207 -3.071 -1.290
H -1.490 0.713 -2.339
H 3.081 -0.356 -1.664
C 3.792 -0.433 2.150
C -1.377 1.752 -2.020
H -0.548 -4.533 0.265
H 0.290 -1.238 1.568
O -2.376 1.722 2.432
H -1.244 -2.602 -2.000
C 1.134 1.844 -1.328
H -4.724 2.717 0.628
H 1.709 -0.411 0.407
C -0.218 1.891 -1.079
C -0.276 -3.812 -0.514
H -1.990 4.289 -1.330
H -4.840 1.693 2.068
N 4.242 0.379 -0.144
C -2.863 1.874 1.332
H -1.262 2.364 -2.912
H -3.255 3.794 -2.463
C 2.414 -1.226 0.223
H 5.633 -0.580 1.033
H 5.215 1.083 1.503
C 1.537 2.251 1.020
C -1.555 -1.425 0.472
C 1.692 -2.413 -0.403
O 3.938 2.026 -1.993
C 0.174 2.274 1.285
H 3.808 -2.430 1.332
H 4.308 -0.721 3.067
H -3.360 -1.217 -1.624
S 3.769 1.909 -0.575
N 0.472 -2.727 0.092
H 4.194 -1.534 -0.958
C -2.888 3.687 -1.446
C -0.695 2.083 0.223
H -4.262 -1.418 -0.115
H 0.377 -4.298 -1.240
C -4.356 1.812 1.102
H 1.539 1.698 -2.317
C -2.565 2.221 -1.157
H -4.237 -2.714 -1.310
H -4.609 0.960 0.474
H -2.096 -4.104 -1.623
H -1.257 -0.695 -0.283
H 2.254 2.433 1.805
H 3.053 0.330 2.401
*
```

Löwdin charges, unit e, in atom order: number 1, N, carries 0.05; number 2, O, carries -0.28; number 3, H, carries 0.11; number 4, C, carries -0.38; number 5, C, carries -0.14; number 6, H, carries 0.12; number 7, H, carries 0.14; number 8, H, carries 0.13; number 9, H, carries 0.13; number 10, C, carries -0.27; number 11, C, carries -0.14; number 12, C, carries -0.06; number 13, C, carries -0.13; number 14, H, carries 0.11; number 15, C, carries -0.14; number 16, C, carries -0.19; number 17, H, carries 0.07; number 18, O, carries 0.07; number 19, H, carries 0.12; number 20, H, carries 0.12; number 21, C, carries -0.15; number 22, C, carries -0.06; number 23, H, carries 0.13; number 24, H, carries 0.11; number 25, O, carries 0.06; number 26, H, carries 0.13; number 27, C, carries 0.00; number 28, H, carries 0.08; number 29, H, carries 0.12; number 30, C, carries -0.14; number 31, C, carries -0.13; number 32, H, carries 0.09; number 33, H, carries 0.09; number 34, N, carries -0.23; number 35, C, carries -0.48; number 36, H, carries 0.13; number 37, H, carries 0.09; number 38, C, carries -0.21; number 39, H, carries 0.13; number 40, H, carries 0.11; number 41, C, carries -0.05; number 42, C, carries -0.13; number 43, C, carries -0.41; number 44, O, carries -0.28; number 45, C, carries 0.03; number 46, H, carries 0.13; number 47, H, carries 0.12; number 48, H, carries 0.07; number 49, S, carries 0.68; number 50, N, carries -0.04; number 51, H, carries 0.14; number 52, C, carries -0.02; number 53, C, carries -0.15; number 54, H, carries 0.07; number 55, H, carries 0.12; number 56, C, carries 0.02; number 57, H, carries 0.12; number 58, C, carries -0.30; number 59, H, carries 0.08; number 60, H, carries 0.07; number 61, H, carries 0.12; number 62, H, carries 0.11; number 63, H, carries 0.12; number 64, H, carries 0.10

Entry 4:
Density functional theory data (ωB97M-V/def2-TZVPD) for C23H33N4O7PTi as an isolated structure.

Computed properties:
ΔE to the lowest compared entry with this formula, charge and spin in kcal per mole: 1.5
<S²>: 0.7523
Electronic energy in eV: -77085.96115
Lowest unoccupied orbital energy (spin up / spin down) in eV: -3.83 / -3.86
Strongest force on any atom in eV/Å: 0.662

```
! wB97M-V def2-TZVPD RIJCOSX def2/J DEFGRID3
* xyz 1 2
C 3.166 1.134 1.884
C 1.374 4.379 1.103
C -4.638 -3.832 0.231
C -0.761 -2.049 0.469
H -6.738 -3.888 0.685
H 7.157 0.042 -0.403
H -0.688 -3.742 -1.859
C -3.780 -3.837 -0.859
H 1.277 5.394 0.710
H -1.794 -2.587 3.348
C -0.064 3.600 -2.634
H 2.649 2.682 -1.539
C 4.046 0.484 0.814
H 2.287 4.303 1.692
H -1.454 4.332 -0.452
H -2.863 3.368 0.019
H -2.257 -1.012 2.754
H 0.421 3.465 -3.603
O 2.168 0.361 2.203
N -0.009 2.350 -1.886
C 6.109 -0.135 -0.206
C -2.597 -2.042 2.855
H -5.963 -5.466 0.624
H -2.008 4.354 1.220
H -3.474 -2.056 3.500
H -6.314 -4.607 -0.875
O 3.887 -3.741 -1.104
H -2.175 -3.972 -2.790
H -1.535 2.491 2.684
H 3.301 -4.514 -1.037
H -1.098 3.912 -2.812
P 0.291 2.277 -0.277
H -1.528 -2.351 -2.499
Ti 1.373 -0.832 0.795
C 4.174 -1.487 -0.384
N -1.003 2.598 0.660
C -1.679 -3.336 -2.059
H -4.866 -3.212 2.264
H -0.572 0.321 -1.978
C -1.879 3.718 0.341
C -2.948 -2.656 1.524
H -1.798 1.454 -2.589
C 5.514 -1.312 -0.664
N 1.421 3.414 0.007
O 3.475 2.198 2.364
H -0.631 1.100 2.092
H -0.342 1.119 -3.542
H 3.510 3.360 -0.138
C -2.519 -3.261 -0.810
C 5.387 0.758 0.572
H 6.082 -2.072 -1.180
H 2.722 4.435 -1.304
C -0.725 1.247 -2.528
C 2.641 3.473 -0.790
H -2.337 1.297 1.644
O 2.304 -2.781 0.155
H 5.841 1.627 1.028
N 3.468 -0.570 0.270
C -2.095 -2.666 0.397
C -5.990 -4.479 0.157
H 0.536 4.169 1.762
H -4.103 -4.305 -1.782
C -4.204 -3.231 1.406
C -1.398 1.824 1.830
O -0.097 -1.711 -0.552
C 3.369 -2.734 -0.449
H 0.452 4.392 -2.098
O -0.196 -1.801 1.612
O 0.717 0.846 0.009
*
```

Löwdin charges, unit e, in atom order: number 1, C, carries -0.56; number 2, C, carries -0.06; number 3, C, carries -0.25; number 4, C, carries -0.51; number 5, H, carries 0.08; number 6, H, carries 0.13; number 7, H, carries 0.08; number 8, C, carries 0.00; number 9, H, carries 0.09; number 10, H, carries 0.09; number 11, C, carries -0.10; number 12, H, carries 0.09; number 13, C, carries -0.14; number 14, H, carries 0.08; number 15, H, carries 0.07; number 16, H, carries 0.10; number 17, H, carries 0.07; number 18, H, carries 0.09; number 19, O, carries -0.12; number 20, N, carries -0.29; number 21, C, carries 0.01; number 22, C, carries -0.03; number 23, H, carries 0.09; number 24, H, carries 0.09; number 25, H, carries 0.08; number 26, H, carries 0.08; number 27, O, carries 0.21; number 28, H, carries 0.08; number 29, H, carries 0.10; number 30, H, carries 0.16; number 31, H, carries 0.09; number 32, P, carries 0.58; number 33, H, carries 0.08; number 34, Ti, carries 1.26; number 35, C, carries -0.15; number 36, N, carries -0.30; number 37, C, carries -0.03; number 38, H, carries 0.12; number 39, H, carries 0.06; number 40, C, carries -0.08; number 41, C, carries -0.17; number 42, H, carries 0.09; number 43, C, carries 0.05; number 44, N, carries -0.28; number 45, O, carries 0.11; number 46, H, carries 0.07; number 47, H, carries 0.09; number 48, H, carries 0.08; number 49, C, carries -0.17; number 50, C, carries 0.05; number 51, H, carries 0.13; number 52, H, carries 0.09; number 53, C, carries -0.07; number 54, C, carries -0.09; number 55, H, carries 0.09; number 56, O, carries 0.06; number 57, H, carries 0.14; number 58, N, carries 0.07; number 59, C, carries -0.04; number 60, C, carries -0.04; number 61, H, carries 0.08; number 62, H, carries 0.12; number 63, C, carries 0.00; number 64, C, carries -0.07; number 65, O, carries -0.08; number 66, C, carries -0.40; number 67, H, carries 0.07; number 68, O, carries -0.10; number 69, O, carries -0.34

Question: Look up the electronic energy of the fourth one.
Answer: -77085.96115 eV